{"formula": "C6H11O", "method": "the ωB97M-V functional and the def2-TZVPD basis", "symbols": ["C", "O", "C", "C", "C", "C", "C", "H", "H", "H", "H", "H", "H", "H", "H", "H", "H", "H"], "coordinates": [[-0.754, -1.458, -1.963], [-1.516, -1.657, -3.097], [-1.523, -0.546, -0.943], [-0.939, -0.406, 0.456], [0.367, 0.397, 0.727], [0.780, 0.886, 1.941], [1.922, 1.871, 1.799], [-0.476, -2.391, -1.411], [0.144, -0.896, -2.257], [-2.507, -1.024, -0.825], [-1.603, 0.421, -1.481], [-0.785, -1.367, 0.985], [-1.614, 0.042, 1.210], [0.762, 0.782, -0.242], [1.099, -1.042, -0.147], [2.277, 2.173, 2.803], [2.778, 1.455, 1.191], [1.590, 2.759, 1.252]], "total_charge": -2, "e_homo_ev": [0.94, 0.89], "homo_lumo_gap_ev": [5.9, 6.0], "spin_multiplicity": 2, "relative_energy_kj_mol": 300.8, "energy_ev": -8439.220, "s2": 0.7803}